Entry 1:
Below is 2 unconnected molecules or ions with the total composition C3H12N2S in a non-equilibrium geometry, with properties calculated with the ωB97M-V functional and the def2-TZVPD basis.

XYZ file:
```
18
Properties=species:S:1:pos:R:3:lowdin_charge:R:1
H 4.43999 1.27937 -1.63061 0.073
C -3.61057 -0.68539 0.44278 -0.364
H 3.93241 -0.35928 -1.84115 0.074
H -2.75826 -1.35580 0.57398 0.092
C 3.86852 0.22834 0.21381 -0.650
H -3.27567 0.60978 1.89702 0.052
H 4.85065 -0.24370 0.25903 0.067
H -3.60888 0.54064 -1.35290 0.056
N -3.78743 -0.26538 1.86388 -0.019
H 1.71127 -0.73817 -0.19758 -0.162
C 3.73047 0.54235 -1.25571 -0.197
N -3.16998 0.35609 -0.46418 -0.018
H -4.78038 -0.09248 1.98390 0.046
H 3.90413 1.12883 0.82270 0.054
H 2.70465 0.82248 -1.47894 0.055
H -4.46035 -1.21136 0.01392 0.104
H -2.20372 0.20636 -0.72248 0.053
S 2.51313 -0.76268 0.87254 0.686
```

Computed properties:
* E_HOMO: -9.078 eV
* orbital gap: 9.82 eV
* relative energy (zero: lowest compared OMol25 entry of this formula, charge and spin): 59.2 kJ/mol
* LUMO: 0.7442 eV
* SMILES string: CCS.NCN

***

Entry 2:
Below is 2 unconnected molecules or ions with the total composition C3H12N2S in a non-equilibrium geometry, with properties calculated with the ωB97M-V functional and the def2-TZVPD basis.

XYZ file:
```
18
Properties=species:S:1:pos:R:3:lowdin_charge:R:1
H 0.99392 -0.44713 1.76731 0.079
H 1.24695 1.93968 0.09600 0.114
H -3.69409 -1.59285 0.19078 -0.011
H -0.13264 1.01823 -0.37402 0.099
H -3.19348 -0.44905 1.51384 -0.001
C 0.85683 0.91874 0.09009 -0.290
N 0.59997 0.42022 1.43414 -0.067
N 1.88984 0.65517 -2.02051 -0.011
H 0.05790 1.02313 2.03269 0.098
H 2.26171 0.05631 -2.74830 0.068
C 1.74980 0.00092 -0.73343 -0.300
H -2.88801 -0.02315 -0.26196 -0.008
H 1.31634 -1.00267 -0.72883 0.081
S -1.24341 -1.86402 0.56679 0.405
H -0.44080 -0.75799 1.23583 -0.144
H 0.96406 0.91004 -2.35211 0.066
H 2.70424 -0.03059 -0.20163 0.112
C -3.04914 -0.77501 0.49331 -0.289
```

Computed properties:
* E_HOMO: -8.312 eV
* orbital gap: 9.18 eV
* relative energy (zero: lowest compared OMol25 entry of this formula, charge and spin): 150.2 kJ/mol
* LUMO: 0.8721 eV
* SMILES string: NCCN.CS

***

Entry 3:
Below is 2 unconnected molecules or ions with the total composition C3H12N2S2, with properties calculated with the ωB97M-V functional and the def2-TZVPD basis.

XYZ file:
```
19
Properties=species:S:1:pos:R:3:lowdin_charge:R:1
H 1.51904 -0.07182 -1.57546 0.062
H -0.94001 -0.28701 2.10262 0.017
H 0.52636 -3.66321 2.31526 -0.204
H -0.46164 -1.08429 -0.60277 -0.023
H -2.03085 1.31331 -1.25354 0.111
H 0.42118 0.83938 2.33120 0.019
C 1.28601 0.99513 -1.56399 -0.156
N -0.08721 1.22399 -1.95891 -0.130
H -0.21872 2.17092 -2.28053 0.093
C 0.05318 -0.16142 2.52524 -0.453
S 0.07479 -2.94695 1.27690 0.313
H 1.95206 1.41274 -2.32009 0.075
H -0.90335 1.27010 0.01744 0.099
H 0.06314 -0.43847 3.57207 0.023
H -1.61177 -0.96168 -1.75299 0.071
C -1.08733 0.83012 -0.97827 -0.349
N -1.30149 -0.58639 -0.87163 0.017
S 1.19936 -1.24941 1.59392 0.347
H 1.54725 1.39497 -0.57645 0.068
```

Computed properties:
* E_HOMO: -8.795 eV
* orbital gap: 9.40 eV
* relative energy (zero: lowest compared OMol25 entry of this formula, charge and spin): 28.0 kJ/mol
* LUMO: 0.6059 eV
* SMILES string: CNCN.CSS

***

Entry 4:
Below is 2 unconnected molecules or ions with the total composition C3H12N3 in a non-equilibrium geometry, with properties calculated with the ωB97M-V functional and the def2-TZVPD basis.

XYZ file:
```
18
Properties=species:S:1:pos:R:3:lowdin_charge:R:1
H 0.41881 0.09243 1.78339 0.162
H 2.81950 1.32833 0.70461 0.089
N -2.36035 -0.62624 0.01365 0.027
H -0.56286 -0.22405 0.41247 0.088
H -2.75648 -1.55555 0.08437 0.104
H 2.77158 0.02347 1.88913 0.087
C 2.79063 0.24276 0.81932 -0.072
H 1.53541 -1.40854 0.19809 0.129
H -2.91886 0.02239 0.55835 0.108
H -2.02698 -0.97374 -2.03815 0.127
H 0.24186 1.21300 0.60795 0.165
N 0.31815 0.20686 0.77457 0.165
H 3.70992 -0.15681 0.39893 0.094
C 1.57545 -0.32627 0.11732 -0.191
H 1.51066 0.03529 -0.90636 0.129
H -2.51302 1.23716 -2.53747 0.062
C -2.25955 -0.18442 -1.31905 -0.359
N -2.29387 1.05394 -1.56110 0.085
```

Computed properties:
* E_HOMO: -13.568 eV
* orbital gap: 10.51 eV
* relative energy (zero: lowest compared OMol25 entry of this formula, charge and spin): 99.0 kJ/mol
* LUMO: -3.0552 eV
* charge: +1

***

Entry 5:
Below is a gas-phase ion, C3H12N3 (charge +1) in a non-equilibrium geometry, with properties calculated with the ωB97M-V functional and the def2-TZVPD basis.

XYZ file:
```
18
Properties=species:S:1:pos:R:3:lowdin_charge:R:1
H 1.57183 0.81082 2.10199 0.144
H -1.88137 -0.75064 0.43314 0.129
H -1.61985 0.21047 -2.01656 0.115
N 1.58258 0.95445 1.04851 0.082
N -0.36955 0.43936 -0.48466 -0.202
H 0.50802 -2.01945 0.16656 0.089
H 1.72490 -0.31228 -0.64316 0.136
C -0.63118 -0.28348 -1.75628 -0.052
H -0.02933 1.44887 -0.73798 0.201
C 1.16312 -0.06306 0.21737 -0.368
H -0.65719 -1.36684 -1.55913 0.094
H -0.99401 0.26975 1.64536 0.111
H 2.15284 1.80501 0.80968 0.140
C -1.43023 0.30056 0.57428 -0.027
H -0.06270 0.05227 -2.72104 0.139
H -2.07159 1.13025 0.40439 0.084
N 0.83810 -1.32241 0.83370 0.072
H 0.20560 -1.30365 1.68382 0.113
```

Computed properties:
* E_HOMO: -14.270 eV
* orbital gap: 11.28 eV
* relative energy (zero: lowest compared OMol25 entry of this formula, charge and spin): 238.9 kJ/mol
* LUMO: -2.9925 eV
* charge: +1
* SMILES string: C[NH+](C)C(N)N

***

Entry 6:
Below is 2 unconnected molecules or ions with the total composition C3H12N3O in a non-equilibrium geometry, with properties calculated with the ωB97M-V functional and the def2-TZVPD basis.

XYZ file:
```
19
Properties=species:S:1:pos:R:3:lowdin_charge:R:1
C 0.48152 -1.08118 0.86513 -0.446
H -1.38795 -1.68608 1.34926 0.180
H 0.97540 0.38330 -0.46352 0.119
H -1.45201 1.10795 1.95550 0.094
H 0.45887 1.76356 -4.17626 0.056
H 0.53006 -2.93934 1.89050 0.142
H -0.23011 1.65979 0.76733 0.072
H 1.89778 1.91676 -3.60117 0.052
N 1.31349 -0.40896 0.08834 0.227
H 2.00840 -1.97185 1.75619 0.126
H -1.95182 2.10691 0.55493 0.093
H -0.89807 0.11043 -0.89570 0.116
N -0.82968 -1.05676 0.76718 0.078
C -1.46581 0.04985 0.05269 -0.202
O 1.04229 1.45596 -3.44601 -0.098
H -2.53426 -0.08652 -0.20277 0.139
N 0.99183 -2.05237 1.67472 0.178
C -1.26840 1.30706 0.88627 -0.076
H 2.31840 -0.57857 0.17737 0.151
```

Computed properties:
* E_HOMO: -14.530 eV
* orbital gap: 11.58 eV
* relative energy (zero: lowest compared OMol25 entry of this formula, charge and spin): 86.7 kJ/mol
* LUMO: -2.9501 eV
* charge: +1

***

Entry 7:
Below is 2 unconnected molecules or ions with the total composition C3H12N3O in a non-equilibrium geometry, with properties calculated with the ωB97M-V functional and the def2-TZVPD basis.

XYZ file:
```
19
Properties=species:S:1:pos:R:3:lowdin_charge:R:1
H 0.67256 2.01345 1.20717 0.130
O -1.13966 -0.90785 1.08982 -0.010
H 1.02202 2.30527 -0.58398 0.063
H -3.03408 0.52083 1.63231 0.155
N -2.26090 1.00942 1.18085 0.220
H -2.13777 1.98854 1.04996 0.124
H 0.38729 -0.05941 -2.19256 0.099
H -1.13246 1.33391 -0.94799 0.152
H 1.80215 0.88214 0.20972 0.139
N 0.01102 -0.35250 -1.32075 0.025
N 0.88806 -2.12932 0.15883 0.191
H -0.61772 -1.10327 -1.48469 0.092
H -0.07126 -1.98427 0.75318 0.139
C -0.33100 0.80138 -0.39624 -0.340
H 1.05760 -1.21274 -0.33748 0.066
H 1.77660 -2.46154 0.48699 0.122
C -1.27177 0.28281 0.70035 -0.454
C 0.80771 1.57099 0.14409 -0.040
H 0.67640 -2.90710 -0.45773 0.125
```

Computed properties:
* E_HOMO: -13.988 eV
* orbital gap: 11.09 eV
* relative energy (zero: lowest compared OMol25 entry of this formula, charge and spin): 210.8 kJ/mol
* LUMO: -2.8952 eV
* charge: +1

***

Entry 8:
Below is a gas-phase ion, C3H12N3O (charge +1) in a non-equilibrium geometry, with properties calculated with the ωB97M-V functional and the def2-TZVPD basis.

XYZ file:
```
19
Properties=species:S:1:pos:R:3:lowdin_charge:R:1
H 2.79423 -0.67837 0.79846 0.090
H -1.31422 -1.80037 -1.30189 0.106
H 2.05187 -0.51331 -1.00190 0.150
C 1.97269 -0.89629 0.11435 -0.011
H -2.83258 0.17989 0.66484 0.100
H 0.62642 -0.02272 1.58623 0.177
N -1.39501 -1.50372 -0.36121 0.134
H -0.33237 2.07260 0.81734 0.084
H -1.70478 0.52885 -1.38222 0.203
H -2.14181 -1.80681 0.15857 0.073
H 0.04484 -1.24041 0.69785 0.154
O -1.97180 0.57220 0.72759 0.030
H 1.18884 2.28163 -0.07688 0.120
C 0.15749 1.83542 -0.12449 0.000
N -0.01211 0.34805 -0.31656 -0.160
H 2.03432 -2.06671 0.03253 0.133
C -1.38318 -0.03137 -0.39577 -0.445
H -0.40058 2.34230 -0.85128 0.075
N 0.70806 -0.40231 0.66319 -0.012
```

Computed properties:
* E_HOMO: -14.404 eV
* orbital gap: 11.50 eV
* relative energy (zero: lowest compared OMol25 entry of this formula, charge and spin): 386.6 kJ/mol
* LUMO: -2.9060 eV
* charge: +1
* SMILES string: C[NH2+]N(C)[C@@H](N)O

***

Entry 9:
Below is 2 unconnected molecules or ions with the total composition C3H12N3O in a non-equilibrium geometry, with properties calculated with the ωB97M-V functional and the def2-TZVPD basis.

XYZ file:
```
19
Properties=species:S:1:pos:R:3:lowdin_charge:R:1
H 2.72350 -0.07709 0.03204 0.139
N -0.36531 -0.52443 -0.68586 0.064
H -1.57699 2.09366 3.40257 0.066
C -1.42184 1.19289 2.87980 -0.126
H -1.31324 -0.29744 -2.51481 0.067
C 0.92523 -0.54584 -0.86740 -0.486
C -1.40539 -0.90941 -1.68219 -0.011
N 1.70270 -0.10408 0.12162 0.191
H -1.40812 -1.97083 -1.97682 0.107
N 1.49204 -0.95631 -1.98674 0.209
H -2.37987 -0.72867 -1.25681 0.095
H -2.33457 0.73050 2.53305 0.077
H 0.89951 -1.23380 -2.77503 0.133
H -0.30736 2.39659 1.84565 0.088
H -0.75717 -0.06799 0.14722 0.136
H 1.32282 0.32890 0.98043 0.124
O -0.62277 1.49665 1.74878 -0.159
H -0.80531 0.46798 3.57943 0.125
H 2.52495 -0.94709 -2.11157 0.160
```

Computed properties:
* E_HOMO: -14.151 eV
* orbital gap: 11.35 eV
* relative energy (zero: lowest compared OMol25 entry of this formula, charge and spin): 106.3 kJ/mol
* LUMO: -2.8018 eV
* charge: +1

***

Entry 10:
Below is 2 unconnected molecules or ions with the total composition C3H12N3O in a non-equilibrium geometry, with properties calculated with the ωB97M-V functional and the def2-TZVPD basis.

XYZ file:
```
19
Properties=species:S:1:pos:R:3:lowdin_charge:R:1
H -1.53966 -0.86232 -1.81180 0.166
C 0.34245 -0.65211 -1.20166 -0.419
H -2.08079 -2.47408 -0.26204 0.103
H 0.98752 2.44676 3.07950 0.074
H 0.44319 2.52112 0.90405 0.063
C -1.49205 -1.63296 0.12208 -0.041
C 0.07486 2.02657 2.71728 -0.103
H -0.25892 1.07610 3.11033 0.070
H -2.28987 -1.11039 0.64736 0.101
H -0.78740 2.69484 2.91290 0.088
N 1.20032 -0.89702 -0.19090 0.199
H 0.17768 0.03022 -3.04651 0.135
H -0.72061 -2.01554 0.78143 0.088
H 0.99909 -0.94742 0.79277 0.118
H 2.14064 -0.63778 -0.44856 0.124
H 1.84202 0.00665 -2.37234 0.133
N 0.84652 -0.10275 -2.30716 0.218
N -0.95827 -0.87393 -0.97329 0.048
O -0.00719 1.75479 1.27059 -0.167
```

Computed properties:
* E_HOMO: -13.557 eV
* orbital gap: 10.54 eV
* relative energy (zero: lowest compared OMol25 entry of this formula, charge and spin): 160.2 kJ/mol
* LUMO: -3.0212 eV
* charge: +1

***

Entry 11:
Below is a gas-phase ion, C3H12N3P2 (charge +1) in a non-equilibrium geometry, with properties calculated with the ωB97M-V functional and the def2-TZVPD basis.

XYZ file:
```
20
Properties=species:S:1:pos:R:3:lowdin_charge:R:1
N -1.25282 -1.35948 -0.23210 -0.261
N -2.20964 1.96719 0.22088 -0.366
H 3.30616 -0.39812 -0.35386 0.060
H 0.97664 0.31940 1.08396 0.147
H -0.34628 -1.65504 1.62451 0.117
C 2.62482 0.38646 -0.49330 -0.025
P -3.38020 0.98105 0.33265 0.467
H 2.81103 1.35828 -0.16524 0.073
H -4.36008 0.95321 -0.57655 -0.076
H -4.07286 1.03410 1.61280 0.004
N 0.94253 -1.52484 -0.06755 0.057
H 0.48756 0.43899 -0.41362 0.101
C 1.26805 -0.09948 0.09816 -0.202
C -0.40395 -1.58354 0.61240 -0.215
P -2.93469 -1.18880 -0.20881 0.700
H 1.61413 -2.13659 0.45858 0.196
H 1.01446 -1.83594 -1.08162 0.220
H 2.72876 0.44966 -1.55121 0.077
H -2.89670 -0.82240 -1.59617 -0.080
H -1.90864 2.38893 -0.68843 0.007
```

Computed properties:
* E_HOMO: -11.904 eV
* orbital gap: 8.15 eV
* relative energy (zero: lowest compared OMol25 entry of this formula, charge and spin): 162.0 kJ/mol
* LUMO: -3.7510 eV
* charge: +1
* SMILES string: CC[NH2+]/C=N/P[PH2]=N

***

Entry 12:
Below is a single C3H12N4 molecule in a non-equilibrium geometry, with properties calculated with the ωB97M-V functional and the def2-TZVPD basis.

XYZ file:
```
19
Properties=species:S:1:pos:R:3:lowdin_charge:R:1
H 2.37542 0.40726 -1.40734 0.072
H -2.41132 0.11276 -1.05758 0.079
H 1.63058 -1.05973 -1.47596 0.079
N -0.93131 -1.35485 0.52958 0.083
N 1.60179 -0.49448 1.09655 0.040
C -0.57661 -0.10578 0.03157 -0.509
H -1.16755 2.05017 0.89356 0.023
H -0.34853 -1.65406 1.30318 0.077
C 0.92034 0.16351 -0.01459 -0.488
H 0.82742 1.28760 0.21446 0.137
C -1.34745 0.28242 -1.21282 -0.057
H -1.63781 0.83855 1.89186 0.022
H 2.59927 -0.60871 0.95144 0.068
N -0.89520 1.14362 1.26651 0.009
H -1.02602 -0.33231 -2.05475 0.072
N 1.48349 -0.06606 -1.32474 0.057
H 1.45664 0.05430 1.93714 0.068
H -1.15188 1.32067 -1.46421 0.078
H -1.40126 -1.98486 -0.10385 0.089
```

Computed properties:
* E_HOMO: -8.501 eV
* orbital gap: 9.54 eV
* relative energy (zero: lowest compared OMol25 entry of this formula, charge and spin): 113.8 kJ/mol
* LUMO: 1.0357 eV
* SMILES string: CC(N)(N)C(N)N